<one>
Computed, not measured: a cluster of 2 separate species, CH4N4S in total, with ωB97M-V with the def2-TZVPD basis set.

```
10
CH4N4S ωB97M-V with the def2-TZVPD basis set
N -4.28 -0.05 0.20
N -3.19 -0.02 -0.09
S -1.72 -0.03 -0.46
C 1.19 1.02 0.00
N 0.69 -0.04 -0.27
N 1.32 -1.15 0.09
H 2.26 1.21 0.27
H 0.75 1.98 -0.48
H 0.72 -1.96 0.19
H 2.26 -0.96 0.55
```

LUMO energy, hartree: 0.031
Molecular weight, g mol⁻¹: 104.1
Total charge: 0
Orbital gap, eV: 9.96
SMILES string: N#[N+][S-].C=NN



<two>
Computed, not measured: an isolated molecule of CH4N4S, with ωB97M-V with the def2-TZVPD basis set.

```
10
CH4N4S ωB97M-V with the def2-TZVPD basis set
C -0.57 0.21 -0.85
N 0.97 2.07 0.24
N -0.01 0.00 0.46
N 0.74 1.15 0.90
N -1.20 1.45 -1.07
S -2.51 1.97 -0.55
H 0.29 0.27 -1.51
H -1.26 -0.62 -1.02
H -0.17 -0.63 1.20
H 1.12 0.83 1.84
```

LUMO energy (alpha / beta), hartree: -0.028 / -0.029
Molecular weight, g mol⁻¹: 104.1
Total charge: 0
Orbital gap (alpha / beta), eV: 7.07 / 7.17



Bottom line: <one>, by a margin of 2.396 eV.



<one>
Computed, not measured: an isolated molecule of C4H13N3S, with ωB97M-V with the def2-TZVPD basis set.

```
21
C4H13N3S ωB97M-V with the def2-TZVPD basis set
N -3.14 1.58 0.74
C -2.39 0.35 0.82
N -1.47 0.17 -0.32
C -0.08 -0.12 -0.01
C 0.11 -1.47 0.71
N 1.38 -1.52 1.42
C 0.72 -0.02 -1.32
S 2.45 0.45 -1.12
H -2.82 2.27 1.40
H -3.08 1.97 -0.19
H -3.09 -0.49 0.83
H -1.81 0.33 1.75
H -1.85 -0.49 -0.99
H 0.27 0.65 0.67
H -0.02 -2.28 -0.03
H -0.72 -1.56 1.40
H 1.49 -2.43 1.85
H 2.16 -1.36 0.79
H 0.74 -0.95 -1.90
H 0.20 0.66 -1.98
H 2.27 1.62 -0.51
```

LUMO energy, hartree: 0.035
Molecular weight, g mol⁻¹: 135.2
Total charge: 0
Orbital gap, eV: 9.91
SMILES string: NCN[C@@H](CN)CS



<two>
Computed, not measured: an isolated molecule of C4H13N3S, with ωB97M-V with the def2-TZVPD basis set.

```
21
C4H13N3S ωB97M-V with the def2-TZVPD basis set
N -3.36 -1.41 1.82
C -2.15 -1.90 1.21
N -1.26 -0.76 0.82
C 0.02 -1.19 0.25
C 0.84 -0.16 -0.58
N 2.21 -0.70 -0.36
C 0.58 1.29 -0.31
S 1.62 2.39 -1.34
H -4.10 -1.36 1.13
H -3.21 -0.54 2.31
H -1.49 -2.42 1.89
H -2.40 -2.49 0.31
H -1.74 -0.14 0.17
H 0.62 -1.43 1.12
H -0.01 -2.16 -0.29
H 0.60 -0.46 -1.63
H 2.37 -0.58 0.63
H 2.95 -0.39 -0.97
H -0.33 1.67 -0.78
H 0.71 1.52 0.75
H 1.05 2.20 -2.52
```

LUMO energy, hartree: 0.030
Molecular weight, g mol⁻¹: 135.2
Total charge: 0
Orbital gap, eV: 9.73
SMILES string: NCNC[C@H](N)CS



Bottom line: <one>, by a margin of 0.590 eV.



<one>
Computed, not measured: the ion C2H3N2OS with charge -1, with ωB97M-V with the def2-TZVPD basis set.

```
9
C2H3N2OS ωB97M-V with the def2-TZVPD basis set
C -1.31 -0.04 0.01
C -0.30 0.90 0.15
N 0.03 -1.85 -0.10
N 0.99 0.70 0.01
O 1.90 1.58 -0.14
S 1.45 -1.07 0.10
H -1.97 -0.21 0.86
H -0.60 1.94 0.21
H -0.19 -1.95 -1.10
```

LUMO energy (alpha / beta), hartree: 0.149 / 0.149
Molecular weight, g mol⁻¹: 103.1
Total charge: -1
Orbital gap (alpha / beta), eV: 6.38 / 6.38



<two>
Computed, not measured: the ion C2H3N2OS with charge -1, with ωB97M-V with the def2-TZVPD basis set.

```
9
C2H3N2OS ωB97M-V with the def2-TZVPD basis set
O -1.45 -2.20 -0.48
N -0.31 -1.95 -0.01
C -0.13 -0.58 0.48
C 0.42 0.52 -0.50
N 0.44 1.74 -0.49
S 0.20 3.19 0.21
H 0.92 -0.63 1.04
H -0.91 -0.13 1.10
H 0.82 0.04 -1.35
```

LUMO energy (alpha / beta), hartree: 0.114 / 0.114
Molecular weight, g mol⁻¹: 103.1
Total charge: -1
Orbital gap (alpha / beta), eV: 5.16 / 5.15
SMILES string: O=NC/C=N\[S-]



Bottom line: <two>, by a margin of 1.498 eV.



<one>
Computed, not measured: the ion C4H7N with charge -1, with ωB97M-V with the def2-TZVPD basis set.

```
12
C4H7N ωB97M-V with the def2-TZVPD basis set
C 6.86 -4.37 6.60
C 7.70 -3.32 5.91
C 8.99 -3.84 5.23
C 9.83 -4.72 6.03
N 10.42 -5.41 6.69
H 5.92 -3.99 7.01
H 7.42 -4.89 7.38
H 6.74 -5.24 5.96
H 7.91 -2.53 6.63
H 7.09 -2.85 5.14
H 9.63 -3.05 4.83
H 8.74 -4.40 4.32
```

LUMO energy (alpha / beta), hartree: 0.165 / 0.164
Spin multiplicity: 2
Molecular weight, g mol⁻¹: 69.1
Total charge: -1
Orbital gap (alpha / beta), eV: 3.24 / 12.08



<two>
Computed, not measured: the ion C4H7N with charge -1, with ωB97M-V with the def2-TZVPD basis set.

```
12
C4H7N ωB97M-V with the def2-TZVPD basis set
C -0.09 -1.53 -0.01
C -0.29 -0.11 0.42
C -1.44 0.53 0.56
C 1.41 1.30 -0.36
N 0.94 0.53 0.49
H 0.11 -2.02 0.97
H -1.00 -2.11 -0.32
H 0.80 -1.75 -0.86
H -1.37 1.55 0.46
H -2.37 0.09 0.15
H 0.81 1.71 -1.15
H 2.49 1.82 -0.34
```

LUMO energy (alpha / beta), hartree: 0.169 / 0.165
Spin multiplicity: 2
Molecular weight, g mol⁻¹: 69.1
Total charge: -1
Orbital gap (alpha / beta), eV: 3.63 / 7.71



Bottom line: <one>, by a margin of 2.061 eV.



<one>
Computed, not measured: a cluster of 2 separate species, C3H10NO in total, with ωB97M-V with the def2-TZVPD basis set.

```
15
C3H10NO ωB97M-V with the def2-TZVPD basis set
C -1.13 1.97 1.87
N -0.13 0.81 1.81
H -1.78 1.85 1.01
H -1.78 1.83 2.73
H -0.59 2.90 1.79
H 0.82 1.10 1.54
H -0.43 0.17 1.08
H -0.08 0.26 2.66
O 0.76 -0.48 -0.57
C 0.46 -0.86 -1.67
C 0.92 -2.10 -2.34
H -0.27 -0.26 -2.27
H 1.93 -1.89 -2.75
H 0.29 -2.34 -3.20
H 0.99 -2.97 -1.69
```

LUMO energy (alpha / beta), hartree: -0.376 / -0.522
Spin multiplicity: 2
Molecular weight, g mol⁻¹: 76.1
Total charge: +2
Orbital gap (alpha / beta), eV: 11.91 / 7.95



<two>
Computed, not measured: a cluster of 2 separate species, C3H10NO in total, with ωB97M-V with the def2-TZVPD basis set.

```
15
C3H10NO ωB97M-V with the def2-TZVPD basis set
C -0.45 -1.91 -0.36
C 0.88 -1.93 0.39
C 0.96 0.52 0.09
N 1.52 -0.59 0.40
H -0.37 -1.37 -1.31
H -1.06 -1.17 0.14
H -0.72 -2.94 -0.60
H 1.67 -2.53 -0.06
H 0.83 -2.29 1.41
H 1.67 1.33 -0.03
H -0.10 0.76 -0.05
H 2.43 -0.41 0.83
H -3.14 4.44 -0.51
H -1.62 4.21 -0.36
O -2.49 3.87 0.03
```

LUMO energy (alpha / beta), hartree: -0.322 / -0.585
Spin multiplicity: 2
Molecular weight, g mol⁻¹: 76.1
Total charge: +2
Orbital gap (alpha / beta), eV: 10.41 / 3.26



Bottom line: <one>, by a margin of 2.255 eV.